[1]
Computed, not measured: C28H76O12Zr as an isolated structure at a distorted geometry, with ωB97M-V/def2-TZVPD.

Geometry as XYZ:
```
117
Properties=species:S:1:pos:R:3:forces:R:3:mulliken_charge:R:1
Zr 0.329 0.338 0.469 -1.861 -1.091 2.277 0.870
C -2.292 -0.251 -3.137 -1.820 0.273 0.010 -1.490
C -1.182 -1.057 -2.491 0.688 1.149 -0.462 0.861
C -0.231 -1.275 -3.665 0.848 -0.579 0.280 -1.452
O -0.522 -0.443 -1.388 0.235 0.439 1.366 -0.338
H -3.079 0.138 -2.491 0.335 0.199 0.561 0.204
H -2.885 -0.901 -3.781 0.156 -0.499 -0.125 0.534
H -2.024 0.542 -3.835 0.656 0.274 0.312 0.159
H -1.617 -2.026 -2.248 0.084 -0.145 0.567 -0.081
H 0.228 -0.348 -4.008 -0.045 0.171 0.262 -0.078
H -0.740 -1.705 -4.528 -0.144 -0.136 0.063 0.574
H 0.570 -1.954 -3.372 0.169 -0.053 -0.063 0.269
C 1.692 3.129 3.734 1.101 -0.923 0.321 -1.288
C 2.239 1.811 3.102 -1.476 0.568 0.889 0.041
C 2.159 0.656 4.151 -0.718 0.842 -1.251 -0.879
O 1.475 1.537 1.950 -0.431 -1.575 -1.477 -0.336
H 1.887 4.001 3.109 -0.381 -0.055 -0.158 0.256
H 2.265 3.272 4.651 0.076 0.246 0.208 0.504
H 0.655 3.014 4.049 -0.053 0.112 -0.402 0.102
H 3.301 1.954 2.902 0.265 0.118 -0.529 0.261
H 1.100 0.561 4.392 -0.134 -0.447 -0.131 0.090
H 2.650 0.841 5.106 0.499 0.017 -0.302 0.492
H 2.525 -0.201 3.586 -0.055 -0.437 0.613 0.068
C 0.669 -3.065 3.297 0.752 0.346 1.178 -1.226
C 1.363 -2.721 1.974 0.426 -1.305 0.218 0.568
C 1.394 -4.057 1.136 -1.397 0.508 -0.780 -1.021
O 0.747 -1.624 1.394 -0.637 2.266 -1.804 0.164
H -0.370 -3.390 3.244 0.056 -0.028 -0.472 0.193
H 0.708 -2.250 4.020 -0.246 0.638 -0.407 0.194
H 1.216 -3.793 3.895 0.134 -0.664 -0.478 0.484
H 2.419 -2.516 2.150 0.272 0.439 0.443 0.226
H 1.664 -4.002 0.081 0.083 0.802 -0.097 -0.092
H 0.346 -4.355 1.125 -0.137 -0.443 -0.131 0.206
H 1.973 -4.928 1.441 0.158 0.406 0.988 0.372
C -3.984 0.927 1.948 -0.333 -0.261 1.402 -1.198
C -2.717 1.761 1.913 1.192 -0.425 -0.735 1.048
C -2.432 2.490 3.211 0.700 0.445 0.862 -1.100
O -1.562 1.067 1.406 1.298 -0.868 -0.975 -0.389
H -4.528 0.953 1.004 0.061 -0.487 0.134 0.269
H -4.626 1.268 2.760 -0.449 1.122 -0.311 0.495
H -3.888 -0.049 2.422 0.729 -0.570 -0.972 -0.035
H -2.979 2.564 1.225 0.329 0.205 -0.473 -0.386
H -1.375 2.691 3.390 0.211 -0.107 -0.635 -0.249
H -2.704 2.005 4.148 -0.545 -0.275 -0.160 0.307
H -2.887 3.479 3.164 -0.315 -0.029 0.265 0.445
C -2.192 -1.241 4.708 0.653 0.602 0.638 0.210
C -3.304 -2.160 5.233 -0.763 1.595 -1.902 -0.602
O -3.285 -2.459 6.571 1.153 -1.079 2.092 -0.547
H -1.380 -1.121 5.425 0.124 -0.474 0.212 0.548
H -2.504 -0.204 4.587 -0.419 -0.103 -0.149 -0.276
H -1.723 -1.531 3.768 -0.257 -0.221 0.017 -0.309
H -3.347 -3.028 4.576 -0.223 -0.241 0.156 0.362
H -4.226 -1.580 5.197 -0.367 -0.086 -1.227 0.241
H -3.529 -3.380 6.690 0.091 0.060 0.136 0.330
C 5.074 2.725 -1.620 1.482 -0.089 -0.242 -1.042
C 4.708 1.636 -2.673 -0.758 0.827 0.870 -0.447
O 3.268 1.644 -2.796 0.866 -0.913 0.333 -0.884
H 6.059 3.155 -1.799 0.208 -0.010 -0.462 0.421
H 5.233 2.355 -0.607 -0.587 -0.411 0.034 0.302
H 4.425 3.598 -1.549 -0.423 -0.357 -0.366 0.220
H 5.038 0.645 -2.361 -0.074 0.040 0.116 0.328
H 5.079 1.783 -3.687 0.511 0.369 0.203 0.535
H 3.156 2.364 -3.421 -0.921 0.490 -0.317 0.193
C 0.609 4.497 -0.072 -0.049 -1.043 -1.072 -1.207
C 1.361 3.303 -0.715 0.695 1.469 1.383 0.424
O 0.515 2.181 -0.760 0.101 -0.551 0.714 1.492
H 1.301 5.322 0.099 -0.316 0.224 -0.315 0.387
H 0.217 4.171 0.892 0.139 -0.153 0.041 0.131
H -0.243 4.681 -0.726 0.063 0.869 0.178 0.312
H 2.195 3.220 -0.018 0.213 -1.162 -0.411 0.025
H 1.685 3.341 -1.755 0.434 1.102 0.158 0.000
H -0.128 2.495 -1.401 -1.440 -0.700 -0.461 -0.450
C 0.639 -5.917 -2.046 -1.569 0.389 -1.313 -1.396
C -0.606 -4.970 -1.877 0.954 0.507 2.262 1.229
O -1.867 -5.586 -1.537 1.113 -0.456 -1.620 -0.644
H 0.621 -6.100 -3.120 -0.129 -1.277 -0.031 0.427
H 0.544 -6.792 -1.404 0.155 -0.035 -0.316 0.304
H 1.635 -5.475 -2.010 -0.214 0.586 0.946 0.309
H -0.627 -4.274 -2.716 -0.542 -0.251 -0.345 0.115
H -0.380 -4.349 -1.010 0.143 0.343 -0.037 -0.712
H -2.239 -5.135 -0.776 0.069 0.092 0.336 0.394
C -3.596 -2.186 0.487 -0.526 0.401 0.750 -0.968
C -2.398 -3.016 0.841 0.311 1.413 -0.204 2.685
O -2.741 -4.377 0.846 0.625 -0.737 -0.100 -0.578
H -4.226 -2.088 1.370 -0.128 0.278 0.132 0.390
H -4.256 -2.661 -0.239 0.450 0.003 -0.424 0.380
H -3.256 -1.196 0.184 -0.281 0.065 -0.115 -0.075
H -1.891 -2.668 1.741 -0.525 -0.227 0.656 -1.100
H -1.599 -2.713 0.164 0.114 -1.131 -0.797 -1.207
H -3.091 -4.633 1.703 0.037 0.060 -0.010 0.278
C 3.711 -1.646 -0.936 1.547 0.361 0.707 -1.152
C 3.555 -0.362 -0.059 -1.538 -2.221 0.150 0.288
O 2.370 0.232 -0.573 0.071 0.901 0.343 1.462
H 4.536 -2.195 -0.482 0.292 -0.281 -0.410 0.504
H 3.948 -1.374 -1.964 0.443 0.255 0.017 0.318
H 2.910 -2.369 -1.092 -0.620 0.586 0.941 -0.103
H 4.399 0.327 -0.046 0.043 -0.075 -0.520 0.226
H 3.318 -0.536 0.990 0.245 -0.548 0.028 -0.157
H 2.730 0.744 -1.301 -1.043 0.828 -1.058 -0.445
C 1.759 1.322 -5.657 0.192 0.328 0.752 -1.319
C 1.240 2.600 -5.008 0.198 0.315 -0.270 0.473
O 2.357 3.412 -4.675 1.727 0.214 0.353 -0.629
H 0.969 0.665 -6.019 0.016 0.352 -0.379 0.393
H 2.282 0.735 -4.903 0.087 0.053 0.058 0.253
H 2.499 1.636 -6.392 -0.274 -0.333 -0.381 0.379
H 0.749 2.418 -4.052 -0.809 -0.240 -0.295 -0.342
H 0.727 3.253 -5.714 -1.029 -0.648 0.028 0.508
H 2.102 4.326 -4.530 -0.156 -0.061 0.007 0.279
C -3.929 3.082 -1.537 -0.374 -1.760 -0.775 -1.248
C -2.644 3.856 -1.757 -1.053 0.459 0.332 -0.238
O -1.553 3.110 -2.280 0.223 -0.385 0.190 -0.402
H -4.211 2.524 -2.429 0.000 0.180 -0.466 0.392
H -4.839 3.612 -1.255 0.442 0.629 0.106 0.364
H -3.823 2.258 -0.832 0.389 0.235 0.389 0.094
H -2.402 4.232 -0.763 0.634 0.353 -0.292 0.288
H -2.807 4.648 -2.488 -0.213 0.477 0.458 0.511
H -1.631 3.121 -3.237 0.031 -0.237 -0.027 0.158
```
Positions in Å, forces in eV/Å.

LUMO energy, eV: 0.0
Highest occupied orbital energy, eV: -8.4131
Total charge: 0
Relative energy (zero: lowest compared OMol25 entry of this formula, charge and spin), kJ/mol: 255.9
E_tot, Eh: -2062.28806

[2]
Computed, not measured: a 12-piece molecular cluster, C28H76O15S12 overall at a distorted geometry, with ωB97M-V/def2-TZVPD.

Geometry as XYZ:
```
131
Properties=species:S:1:pos:R:3:forces:R:3:mulliken_charge:R:1
C -4.181 3.456 4.984 -0.003 -0.165 -0.840 0.040
C -4.389 2.316 4.635 -0.139 -0.010 -0.807 -0.340
O -4.647 1.144 4.014 0.522 0.411 1.011 -0.140
S -4.701 1.459 2.314 -0.446 1.395 -1.627 0.600
O -6.121 1.561 2.020 1.142 -0.846 0.397 -0.552
O -4.087 0.118 1.592 -0.573 0.607 1.073 -0.347
C -2.969 0.473 0.717 1.530 -0.703 -1.358 -0.472
C -3.431 0.734 -0.755 -0.532 1.197 0.843 0.488
C -3.912 2.241 -0.990 0.686 -0.980 -0.192 -0.416
C -3.185 2.825 -2.258 -1.252 1.208 1.076 -0.511
O -3.965 2.538 -3.435 0.423 -0.021 0.110 -0.395
H -3.982 4.533 5.018 -0.196 -1.176 0.484 0.408
H -2.260 -0.405 0.668 -1.082 0.613 0.488 -0.060
H -2.371 1.324 1.137 -0.766 -0.481 -0.276 0.665
H -4.296 0.067 -0.994 1.058 0.185 0.110 0.232
H -2.558 0.559 -1.427 -0.723 -0.230 0.525 -0.484
H -3.688 2.883 -0.096 -0.151 -0.543 -0.727 0.277
H -5.021 2.205 -1.142 0.903 0.438 0.064 0.302
H -3.119 3.931 -2.096 0.131 -0.799 -0.387 0.242
H -2.137 2.466 -2.353 -0.898 0.040 -0.246 0.168
H -4.789 3.047 -3.383 0.488 -0.203 0.114 0.289
C 0.530 2.412 -0.607 0.065 -0.191 -0.200 0.245
S 0.443 4.206 -0.703 -0.026 -0.116 0.138 0.466
O -0.636 4.538 -1.682 0.117 0.008 0.021 -0.622
C 2.019 4.429 -1.544 0.150 -0.047 -0.151 -0.860
H -0.387 2.049 -0.139 -0.009 0.135 0.026 -0.381
H 0.621 1.987 -1.607 -0.100 0.249 -0.091 -0.211
H 1.384 2.125 0.004 -0.073 0.097 0.062 0.574
H 2.018 3.876 -2.485 -0.096 -0.029 0.039 0.280
H 2.825 4.076 -0.898 -0.095 -0.025 0.073 0.233
H 2.153 5.492 -1.745 -0.108 -0.017 0.054 0.364
C -0.374 -1.635 -3.139 -0.042 -0.038 -0.119 -0.794
S 0.861 -0.448 -2.588 -0.141 -0.331 -0.060 0.798
O 0.809 0.718 -3.519 0.070 -0.082 0.019 -0.741
C 2.286 -1.443 -3.051 0.172 0.010 -0.030 -0.717
H -1.361 -1.202 -2.978 0.091 0.031 0.089 0.209
H -0.236 -1.845 -4.200 0.112 0.076 0.017 0.369
H -0.282 -2.553 -2.557 0.000 0.067 0.023 0.238
H 2.251 -1.667 -4.116 -0.054 0.034 0.038 0.027
H 2.286 -2.368 -2.472 -0.070 0.014 -0.015 0.152
H 3.191 -0.878 -2.829 -0.089 0.058 0.028 0.417
C -4.243 2.025 -8.364 -0.056 0.035 -0.163 -0.959
S -4.968 1.398 -6.837 0.117 -0.074 0.135 0.683
O -5.351 -0.021 -7.078 -0.053 0.187 -0.107 -0.678
C -6.474 2.385 -6.934 -0.115 0.049 -0.108 -0.981
H -3.297 1.511 -8.529 -0.048 -0.020 0.107 0.298
H -4.915 1.830 -9.201 -0.024 -0.040 0.057 0.319
H -4.061 3.096 -8.267 0.010 -0.032 0.055 0.333
H -7.002 2.167 -7.863 0.045 -0.048 0.012 0.368
H -6.218 3.444 -6.885 0.041 -0.034 0.023 0.334
H -7.108 2.126 -6.087 0.096 -0.056 -0.002 0.292
C -3.203 -4.372 0.903 0.020 -0.051 0.103 -0.885
S -2.976 -3.671 -0.743 -0.033 -0.088 0.050 0.453
O -2.125 -2.454 -0.599 -0.153 -0.010 0.075 -0.379
C -4.678 -3.117 -0.944 -0.072 0.135 0.024 -0.881
H -2.242 -4.749 1.251 0.020 0.064 -0.071 0.298
H -3.563 -3.604 1.590 -0.017 0.048 -0.101 0.095
H -3.917 -5.195 0.850 0.012 0.023 -0.085 0.486
H -4.940 -2.426 -0.141 0.078 -0.015 0.019 0.096
H -5.344 -3.980 -0.931 0.063 -0.015 -0.015 0.426
H -4.762 -2.608 -1.904 0.087 -0.047 0.011 0.351
C 1.926 -3.166 -7.217 0.151 -0.038 -0.142 -1.191
S 1.973 -4.036 -5.639 -0.217 0.017 0.029 0.860
O 3.409 -4.254 -5.293 -0.072 -0.001 -0.112 -0.673
C 1.325 -5.591 -6.268 0.059 -0.187 -0.053 -1.096
H 2.327 -2.164 -7.069 -0.019 -0.049 0.080 0.324
H 2.533 -3.696 -7.953 0.010 -0.014 0.050 0.395
H 0.893 -3.096 -7.561 0.001 -0.006 0.073 0.382
H 1.971 -5.966 -7.064 0.038 0.098 0.011 0.403
H 0.313 -5.437 -6.643 0.017 0.052 0.053 0.353
H 1.303 -6.307 -5.447 -0.012 0.169 0.084 0.258
C 1.660 -6.926 -0.913 -0.076 -0.109 0.012 -1.006
S 1.934 -5.353 -1.747 0.166 -0.015 0.024 0.602
O 1.025 -5.311 -2.929 0.032 -0.116 0.004 -0.601
C 3.582 -5.745 -2.354 0.122 0.020 0.008 -0.988
H 0.657 -6.918 -0.486 0.037 0.091 -0.030 0.316
H 1.745 -7.744 -1.629 0.014 0.079 -0.053 0.300
H 2.393 -7.045 -0.114 -0.015 0.066 -0.015 0.375
H 3.544 -6.638 -2.979 -0.073 0.040 -0.009 0.298
H 4.252 -5.905 -1.507 -0.085 0.007 0.046 0.451
H 3.939 -4.904 -2.947 -0.138 -0.032 -0.055 0.251
C -6.702 -0.196 5.951 -0.056 -0.049 -0.022 -0.868
S -7.156 -0.563 7.655 0.026 -0.019 -0.027 0.487
O -6.530 -1.867 8.010 -0.104 0.093 -0.113 -0.626
C -8.898 -0.877 7.318 -0.107 -0.059 -0.048 -0.924
H -5.632 -0.005 5.914 -0.060 -0.030 0.119 0.193
H -6.941 -1.048 5.312 -0.010 -0.022 0.071 0.364
H -7.240 0.690 5.613 0.037 0.006 0.031 0.388
H -8.996 -1.685 6.592 0.080 0.006 0.020 0.297
H -9.364 0.033 6.936 0.048 0.007 0.026 0.338
H -9.381 -1.166 8.251 0.100 0.025 0.007 0.327
C -1.920 -2.345 4.400 0.049 0.008 0.125 -1.036
S -1.075 -2.477 2.814 -0.028 0.147 0.019 0.918
O -0.236 -3.709 2.856 -0.072 0.097 0.063 -0.742
C 0.018 -1.068 3.071 0.117 0.026 0.041 -1.428
H -2.637 -3.162 4.477 0.044 0.009 -0.074 0.351
H -1.197 -2.418 5.214 0.022 -0.029 -0.054 0.401
H -2.449 -1.392 4.451 -0.007 -0.017 -0.065 0.206
H 0.617 -1.223 3.969 -0.047 -0.076 -0.007 0.554
H -0.579 -0.159 3.167 -0.027 -0.034 -0.037 0.395
H 0.674 -0.980 2.206 -0.091 -0.052 -0.027 0.357
C 2.989 1.102 3.762 -0.073 -0.140 0.012 -0.910
S 3.244 2.688 2.949 0.252 0.052 0.062 0.268
O 2.347 2.725 1.752 0.142 -0.123 0.169 -0.479
C 4.904 2.330 2.365 0.090 -0.210 -0.066 -0.373
H 1.981 1.085 4.176 0.026 0.089 -0.042 0.291
H 3.100 0.292 3.039 0.017 0.070 -0.046 0.283
H 3.715 0.990 4.569 0.025 0.099 -0.041 0.393
H 4.892 1.442 1.730 -0.133 0.068 -0.063 0.383
H 5.564 2.174 3.221 -0.192 0.109 -0.169 0.229
H 5.257 3.181 1.787 -0.086 -0.041 -0.001 -0.120
C 9.082 5.017 -0.774 0.007 0.019 -0.126 -0.946
S 8.338 4.417 0.754 -0.020 -0.015 0.004 0.525
O 7.923 3.006 0.523 -0.012 0.181 -0.021 -0.590
C 6.858 5.439 0.647 -0.093 0.039 -0.065 -0.908
H 10.017 4.480 -0.934 -0.052 -0.024 0.088 0.315
H 8.408 4.833 -1.611 -0.030 -0.041 0.068 0.303
H 9.288 6.084 -0.683 -0.005 -0.028 0.048 0.351
H 6.327 5.228 -0.283 0.058 -0.059 0.006 0.310
H 7.139 6.492 0.690 0.029 -0.035 0.026 0.415
H 6.215 5.202 1.494 0.104 -0.007 0.018 0.260
C 6.804 1.144 7.009 -0.042 -0.119 -0.033 -0.967
S 7.057 2.736 6.205 0.084 0.025 0.097 0.363
O 6.157 2.781 5.015 0.169 -0.099 0.326 -0.544
C 8.718 2.381 5.606 0.059 -0.064 -0.095 -0.952
H 5.798 1.127 7.427 0.034 0.095 -0.032 0.317
H 6.909 0.339 6.279 0.013 0.069 -0.039 0.300
H 7.532 1.022 7.812 -0.014 0.056 -0.016 0.402
H 8.700 1.498 4.966 -0.075 0.028 0.007 0.304
H 9.383 2.218 6.455 -0.056 0.036 0.018 0.391
H 9.066 3.239 5.032 -0.096 0.007 0.038 0.315
```
Positions in Å, forces in eV/Å.

LUMO energy, eV: 0.3
Highest occupied orbital energy, eV: -8.0241
Total charge: 0
E_tot, Eh: -7018.79061